Molecular formula: C3H5LaO4
Method: DFT, ωB97M-V/def2-TZVPD

```
13
Properties=species:S:1:pos:R:3
O -0.82 -3.05 -2.99
C -0.82 -1.84 -3.01
C 0.30 -2.90 -0.47
O -1.61 -1.01 -3.54
O -0.01 -1.13 -2.07
C 0.60 -1.70 -0.98
H 1.11 -3.51 -0.06
H -0.72 -3.28 -0.43
H 1.52 -1.17 -0.73
H -1.66 0.51 0.10
O -1.83 1.31 -0.50
H -1.96 2.08 0.06
La -1.12 1.37 -2.92
```

Highest occupied orbital energy (spin up / spin down): -10.59 / -12.01 eV
Net charge: +1
2S+1: 2
F_max: 0.0833 Eh/bohr
E: -12233.084 eV
LUMO level (spin up / spin down): -5.0 / -5.1 eV
Energy above the lowest of the compared OMol25 structures with the same formula, charge and spin: 20.2 kcal per mole

Results of the Löwdin charge analysis, in e, for atoms 1 through 5: atom 1 (O): 0.13, atom 2 (C): -0.73, atom 3 (C): 0.06, atom 4 (O): -0.20, atom 5 (O): -0.17

Molecular formula: C24H30FeN4Se2
Method: DFT, ωB97M-V/def2-TZVPD

```
61
Properties=species:S:1:pos:R:3
Fe 0.54 0.00 -0.37
C 2.17 -1.69 3.29
C 2.35 -0.54 4.06
C 2.00 0.68 3.51
C 1.51 0.73 2.22
N 1.36 -0.38 1.46
C 1.67 -1.56 2.01
C 1.07 1.98 1.57
C 1.24 3.27 2.05
C 0.79 4.33 1.28
C 0.17 4.09 0.06
C 0.02 2.78 -0.36
N 0.46 1.77 0.39
C -0.61 2.32 -1.62
C -1.32 3.15 -2.46
C -1.96 2.61 -3.56
C -1.88 1.25 -3.77
C -1.14 0.48 -2.89
N -0.49 0.99 -1.85
H 2.41 -2.67 3.68
H 2.73 -0.61 5.06
H 2.10 1.59 4.09
H 1.50 -2.44 1.40
H 1.73 3.45 2.99
H 0.92 5.35 1.62
H -0.17 4.92 -0.55
H -1.40 4.21 -2.24
H -2.53 3.24 -4.23
H -2.38 0.77 -4.61
H -1.07 -0.59 -3.02
C 4.02 0.85 -0.01
Se 2.69 0.76 -1.41
C 3.35 -0.86 -2.28
C 2.98 -2.12 -1.53
Se 1.06 -2.30 -1.24
C 0.55 -2.58 -3.09
H 5.00 0.89 -0.47
H 3.94 0.01 0.67
H 3.86 1.78 0.54
H 4.43 -0.75 -2.37
H 2.94 -0.85 -3.29
H 3.43 -2.15 -0.54
H 3.30 -3.02 -2.06
H 1.11 -3.44 -3.47
H 0.76 -1.71 -3.70
H -0.51 -2.82 -3.11
C -3.47 -3.14 0.99
C -3.48 -1.61 1.15
C -4.59 -0.99 0.29
C -3.64 -1.22 2.62
C -2.19 -1.09 0.67
N -1.18 -0.68 0.31
H -4.43 -3.53 1.32
H -2.69 -3.60 1.60
H -3.32 -3.43 -0.05
H -5.55 -1.37 0.63
H -4.48 -1.24 -0.76
H -4.60 0.10 0.39
H -4.60 -1.59 2.98
H -3.62 -0.14 2.75
H -2.86 -1.66 3.24
```

Highest occupied orbital energy: -14.66 eV
Net charge: +2
2S+1: 1
F_max: 0.0040 Eh/bohr
E: -196404.550 eV
LUMO level: -6.0 eV
Energy above the lowest of the compared OMol25 structures with the same formula, charge and spin: 0.0 kcal per mole

Results of the natural (NBO) charge analysis, in e, for atoms 1 through 5: atom 1 (Fe): 0.58, atom 2 (C): -0.22, atom 3 (C): -0.12, atom 4 (C): -0.20, atom 5 (C): 0.16

Molecular formula: C12H29MnO7
Method: DFT, ωB97M-V/def2-TZVPD

```
49
Properties=species:S:1:pos:R:3
Mn -3.75 -0.10 -3.54
O -3.07 -0.62 -2.37
H -2.41 -0.88 -1.69
C 0.16 3.55 -0.86
O -0.88 2.60 -1.40
C -0.93 1.31 -0.72
C -1.86 1.14 0.48
O -1.64 2.19 1.49
C -0.62 2.05 2.45
C -1.11 1.07 3.53
O -2.12 1.49 4.48
C -3.43 1.19 4.02
H 0.84 3.08 -0.16
H -0.46 4.36 -0.48
H 0.76 4.01 -1.65
H 0.03 0.87 -0.45
H -1.33 0.66 -1.50
H -1.81 0.25 1.11
H -2.94 1.09 0.32
H -0.32 3.01 2.87
H 0.33 1.71 2.04
H -0.28 0.80 4.18
H -1.29 0.12 3.02
H -4.19 1.52 4.73
H -3.46 0.10 4.06
H -3.59 1.64 3.04
C 5.94 -1.43 -1.90
O 4.75 -1.05 -1.33
C 3.55 -1.64 -1.78
C 2.44 -1.06 -0.82
O 1.17 -1.40 -1.37
C 0.14 -0.54 -0.97
C -1.13 -1.19 -1.10
O -1.40 -2.15 -0.07
C -1.23 -3.59 -0.33
H 5.82 -1.86 -2.89
H 6.48 -2.12 -1.25
H 6.67 -0.62 -2.00
H 3.55 -2.72 -1.70
H 3.36 -1.47 -2.84
H 2.52 0.02 -0.86
H 2.57 -1.49 0.17
H 0.17 0.37 -1.56
H 0.30 -0.26 0.07
H -1.36 -1.56 -2.10
H -1.92 -0.46 -0.92
H -1.55 -4.00 -1.29
H -1.28 -4.30 0.49
H -0.19 -3.68 -0.64
```

Highest occupied orbital energy (spin up / spin down): -11.34 / -11.34 eV
Net charge: +1
2S+1: 6
F_max: 0.3267 Eh/bohr
E: -58544.185 eV
LUMO level (spin up / spin down): -5.7 / -6.0 eV

Results of the natural (NBO) charge analysis, in e, for atoms 1 through 5: atom 1 (Mn): 1.40, atom 2 (O): -0.98, atom 3 (H): 0.46, atom 4 (C): -0.25, atom 5 (O): -0.55

Molecular formula: C32H35ClFIrN4O5S
Method: DFT, ωB97M-V/def2-TZVPD

```
80
Properties=species:S:1:pos:R:3
Ir -0.54 0.32 0.42
O -0.01 1.89 -0.75
N 1.26 1.85 -1.18
C 1.63 2.86 -2.00
C 2.88 2.91 -2.54
C 3.79 1.89 -2.22
C 3.40 0.88 -1.39
C 2.10 0.85 -0.85
S 1.56 -0.44 0.15
H 0.84 3.58 -2.18
H 3.14 3.73 -3.20
H 4.78 1.89 -2.65
H 4.06 0.06 -1.14
F 3.29 4.53 4.30
C 2.59 3.45 4.70
C 1.87 2.75 3.79
C 1.10 1.66 4.19
C 0.34 0.90 3.18
O 0.37 1.34 2.01
C -0.36 -0.25 3.66
C -0.34 -0.50 5.00
N 0.31 0.22 5.93
C 0.24 -0.18 7.32
C -1.09 -0.56 7.89
C -0.44 0.72 8.30
C 1.08 1.30 5.54
C 1.86 2.01 6.46
C 2.62 3.10 6.06
N 3.39 3.79 7.03
C 2.70 4.44 8.13
C 3.51 4.19 9.41
N 4.93 3.90 9.00
C 5.38 4.85 7.93
C 4.59 4.52 6.64
C -1.19 -1.26 2.86
O -1.87 -2.04 3.50
O -1.11 -1.26 1.57
H 1.87 3.04 2.74
H -0.91 -1.35 5.35
H 1.11 -0.74 7.65
H -1.11 -1.39 8.59
H -1.95 -0.50 7.24
H -0.02 0.80 9.30
H -0.87 1.63 7.91
H 1.89 1.70 7.49
H 1.70 4.03 8.24
H 2.59 5.52 7.95
H 3.16 3.33 9.97
H 3.54 5.06 10.07
H 4.94 2.95 8.60
H 5.55 3.92 9.80
H 6.45 4.74 7.79
H 5.17 5.85 8.30
H 5.18 3.90 5.97
H 4.38 5.46 6.13
Cl 3.14 -0.65 -4.73
C 2.24 -1.82 -3.80
C 2.78 -3.07 -3.63
C 2.09 -4.03 -2.90
C 0.85 -3.72 -2.35
C 0.30 -2.47 -2.53
C 0.97 -1.46 -3.26
C 0.40 -0.19 -3.39
H 3.74 -3.30 -4.07
H 2.52 -5.02 -2.77
H 0.31 -4.47 -1.77
H -0.65 -2.21 -2.08
H -0.55 0.01 -2.92
H 0.92 0.60 -3.91
C -3.43 -1.43 -2.12
C -2.83 -1.18 -0.74
C -3.90 -0.70 0.23
O -1.82 -0.18 -0.92
H -4.14 -2.26 -2.08
H -2.65 -1.68 -2.84
H -3.95 -0.54 -2.47
H -2.38 -2.10 -0.36
H -4.31 0.25 -0.13
H -3.48 -0.56 1.23
H -4.71 -1.42 0.31
```

Highest occupied orbital energy (spin up / spin down): -8.20 / -8.93 eV
Net charge: +1
2S+1: 2
F_max: 0.0081 Eh/bohr
E: -78855.152 eV
LUMO level (spin up / spin down): -3.4 / -3.4 eV
Energy above the lowest of the compared OMol25 structures with the same formula, charge and spin: 40.7 kcal per mole

Results of the Löwdin charge analysis, in e, for atoms 1 through 5: atom 1 (Ir): 1.22, atom 2 (O): -0.27, atom 3 (N): -0.18, atom 4 (C): -0.02, atom 5 (C): -0.05

Molecular formula: C2H12N2O2
Method: DFT, ωB97M-V/def2-TZVPD

```
18
Properties=species:S:1:pos:R:3
C 1.47 0.96 -0.27
N 1.20 -0.53 0.18
C -0.16 -1.00 0.40
N -0.21 -1.63 1.77
H 1.08 1.52 0.56
H 2.56 0.95 -0.34
H 1.14 1.21 -1.31
H 1.67 -0.98 -0.48
H -0.26 -1.89 -0.25
H -0.90 -0.26 0.03
H 0.19 -0.72 2.47
H -1.17 -1.83 2.05
H -5.60 3.64 -3.21
H -4.15 3.42 -3.78
O -4.73 3.40 -2.96
H 2.66 -2.53 2.41
H 2.35 -1.53 1.17
O 2.89 -2.21 1.56
```

Highest occupied orbital energy (spin up / spin down): 1.23 / -6.14 eV
Net charge: -1
2S+1: 2
F_max: 0.1074 Eh/bohr
E: -9340.586 eV
LUMO level (spin up / spin down): 3.4 / 3.7 eV
Energy above the lowest of the compared OMol25 structures with the same formula, charge and spin: 52.8 kcal per mole

Results of the natural (NBO) charge analysis, in e, for atoms 1 through 5: atom 1 (C): -0.76, atom 2 (N): -0.67, atom 3 (C): -0.31, atom 4 (N): -0.85, atom 5 (H): 0.19

Molecular formula: C19H16BrN4O2Pt
Method: DFT, ωB97M-V/def2-TZVPD

```
43
Properties=species:S:1:pos:R:3
Pt 0.09 0.35 0.34
Br 2.51 1.05 -2.07
C 3.05 0.43 -0.38
C 4.39 0.26 -0.10
C 4.75 -0.29 1.12
C 3.76 -0.71 2.00
C 2.45 -0.51 1.64
N 2.10 0.11 0.50
C 1.30 -1.08 2.45
O 1.52 -1.62 3.50
O 0.12 -0.93 1.90
H 5.13 0.54 -0.84
H 5.79 -0.43 1.36
H 3.97 -1.20 2.93
C -0.21 6.61 -0.78
C -0.11 5.12 -0.62
C -0.25 4.25 -1.69
C -0.15 2.89 -1.49
N 0.06 2.35 -0.29
C 0.19 3.18 0.76
C 0.11 4.55 0.63
H -0.37 6.89 -1.82
H 0.71 7.09 -0.43
H -1.03 7.00 -0.19
H -0.43 4.63 -2.69
H -0.25 2.20 -2.32
H 0.35 2.72 1.73
H 0.22 5.17 1.51
N -3.97 0.35 -0.53
C -2.66 0.27 -0.81
N -1.93 0.36 0.27
C -2.81 0.51 1.35
C -2.57 0.62 2.72
C -3.67 0.75 3.53
C -4.97 0.76 3.02
C -5.22 0.63 1.67
C -4.11 0.51 0.85
H -4.72 0.28 -1.20
H -2.28 0.14 -1.81
H -1.56 0.57 3.11
H -3.53 0.84 4.60
H -5.81 0.86 3.70
H -6.23 0.63 1.27
```

Highest occupied orbital energy: -11.77 eV
Net charge: +1
2S+1: 1
F_max: 0.0263 Eh/bohr
E: -103303.640 eV
LUMO level: -3.1 eV
Energy above the lowest of the compared OMol25 structures with the same formula, charge and spin: 5.0 kcal per mole

Results of the natural (NBO) charge analysis, in e, for atoms 1 through 5: atom 1 (Pt): 0.92, atom 2 (Br): 0.12, atom 3 (C): 0.15, atom 4 (C): -0.25, atom 5 (C): -0.12

Molecular formula: C51H42BrN7O4SSiV
Method: DFT, ωB97M-V/def2-TZVPD

```
108
Properties=species:S:1:pos:R:3
V 0.11 0.24 -0.95
C -0.47 0.27 -5.10
C -0.15 0.87 -3.78
O -0.14 0.03 -2.81
C 0.12 2.21 -3.65
C 0.42 2.87 -2.40
C 0.62 4.35 -2.41
N 0.52 2.21 -1.29
N 0.73 3.00 -0.10
C 0.33 2.30 0.91
O -0.17 1.09 0.84
C 0.39 2.94 2.26
C 0.73 4.29 2.40
C 0.71 4.88 3.65
C 0.35 4.14 4.78
C 0.02 2.80 4.64
C 0.05 2.20 3.38
H -1.54 0.05 -5.14
H 0.07 -0.67 -5.21
H -0.21 0.95 -5.92
H 0.07 2.83 -4.53
H 0.24 4.77 -3.35
H 1.68 4.59 -2.32
H 0.11 4.82 -1.57
H 0.98 4.85 1.51
H 0.98 5.93 3.76
H 0.31 4.62 5.75
H -0.28 2.22 5.51
H -0.21 1.15 3.25
Br 2.51 -9.79 -2.41
C 2.52 -8.62 -0.91
C 2.96 -7.31 -1.06
C 2.94 -6.46 0.03
C 2.49 -6.90 1.28
C 2.11 -8.22 1.41
C 2.10 -9.09 0.31
N 2.62 -6.15 2.52
N 2.43 -4.93 2.63
C 1.63 -4.15 1.78
C 0.49 -4.59 1.11
C -0.29 -3.76 0.32
C 0.09 -2.42 0.11
O -0.53 -1.60 -0.63
C 1.28 -1.95 0.82
N 1.58 -0.66 0.56
C 2.59 -0.12 1.21
C 3.36 -0.85 2.13
C 3.08 -2.16 2.36
C 1.99 -2.76 1.69
H 3.30 -6.96 -2.03
H 3.29 -5.44 -0.09
H 1.79 -8.57 2.38
H 1.77 -10.11 0.43
H 0.17 -5.61 1.27
H -1.20 -4.12 -0.15
H 2.81 0.92 1.00
H 4.18 -0.37 2.64
H 3.67 -2.76 3.05
N 6.60 -2.79 -1.97
C 6.41 -1.40 -1.85
S 7.80 -0.40 -1.70
C 5.06 -0.96 -1.89
C 4.66 0.40 -1.76
C 3.33 0.74 -1.77
N 2.31 -0.14 -1.90
C 2.67 -1.42 -2.08
C 3.97 -1.87 -2.08
H 7.53 -3.06 -1.70
H 5.88 -3.37 -1.55
H 5.42 1.16 -1.65
H 3.04 1.78 -1.65
H 1.85 -2.12 -2.23
H 4.13 -2.93 -2.25
O -1.94 0.77 -1.10
Si -2.97 1.60 -0.23
C -2.77 3.48 -0.36
C -2.22 4.28 0.64
C -2.00 5.64 0.45
C -2.34 6.24 -0.76
C -2.89 5.46 -1.78
C -3.10 4.10 -1.58
C -4.75 1.24 -0.82
C -5.81 2.16 -0.76
C -7.10 1.82 -1.19
C -7.35 0.55 -1.70
C -6.31 -0.38 -1.78
C -5.03 -0.03 -1.34
C -3.00 1.16 1.60
C -3.66 1.92 2.57
C -3.69 1.51 3.90
C -3.05 0.33 4.29
C -2.39 -0.43 3.33
C -2.37 -0.03 2.00
H -1.92 3.83 1.59
H -1.55 6.24 1.24
H -2.18 7.30 -0.92
H -3.15 5.91 -2.73
H -3.51 3.49 -2.39
H -5.63 3.16 -0.37
H -7.90 2.55 -1.14
H -8.34 0.29 -2.05
H -6.50 -1.37 -2.18
H -4.21 -0.76 -1.42
H -4.15 2.84 2.29
H -4.20 2.12 4.64
H -3.07 0.02 5.32
H -1.89 -1.35 3.62
H -1.84 -0.62 1.26
```

Highest occupied orbital energy (spin up / spin down): -0.79 / -2.77 eV
Net charge: -2
2S+1: 4
F_max: 0.0353 Eh/bohr
E: -186639.181 eV
LUMO level (spin up / spin down): 3.4 / 3.4 eV
Energy above the lowest of the compared OMol25 structures with the same formula, charge and spin: 15.0 kcal per mole

Results of the Löwdin charge analysis, in e, for atoms 1 through 5: atom 1 (V): 1.00, atom 2 (C): -0.03, atom 3 (C): -0.45, atom 4 (O): -0.17, atom 5 (C): -0.02

Molecular formula: C2H4N2S
Method: DFT, ωB97M-V/def2-TZVPD

```
9
Properties=species:S:1:pos:R:3
H -1.14 -1.75 -0.16
N -1.37 -0.71 -0.13
C -0.31 -0.04 -0.11
N -0.46 1.34 -0.18
C 1.00 -0.68 0.01
S 2.42 0.09 -0.12
H -1.35 1.67 0.33
H 0.38 1.91 0.24
H 0.84 -1.83 0.11
```

Highest occupied orbital energy: -9.41 eV
Net charge: 0
2S+1: 1
F_max: 0.0734 Eh/bohr
E: -15953.106 eV
LUMO level: -1.2 eV
Energy above the lowest of the compared OMol25 structures with the same formula, charge and spin: 17.9 kcal per mole

Results of the natural (NBO) charge analysis, in e, for atoms 1 through 5: atom 1 (H): 0.33, atom 2 (N): -0.61, atom 3 (C): 0.31, atom 4 (N): -0.81, atom 5 (C): -0.33

Molecular formula: C49H47N3OP2S5Sb2TaTe
Method: DFT, ωB97M-V/def2-TZVPD

```
111
Properties=species:S:1:pos:R:3
Ta 1.08 0.55 -1.33
C 2.39 2.20 2.54
C 3.06 1.06 1.85
N 3.94 1.33 0.97
N 4.73 0.35 0.46
C 4.60 -0.25 -0.64
S 3.35 -0.42 -1.90
S 6.09 -1.11 -1.18
C 5.60 -2.84 -1.24
C 5.47 -3.57 0.08
C 6.08 -3.14 1.24
C 6.04 -3.91 2.39
C 5.38 -5.13 2.39
C 4.74 -5.56 1.24
C 4.78 -4.78 0.10
C 2.68 -0.34 2.19
C 3.21 -0.98 3.30
C 2.96 -2.33 3.53
C 2.19 -3.05 2.62
C 1.64 -2.42 1.52
C 1.85 -1.06 1.33
O 1.26 -0.44 0.28
H 2.79 3.14 2.16
H 2.56 2.14 3.62
H 1.31 2.17 2.38
H 6.41 -3.30 -1.82
H 4.69 -2.95 -1.83
H 6.60 -2.19 1.25
H 6.52 -3.56 3.29
H 5.35 -5.74 3.29
H 4.21 -6.51 1.23
H 4.29 -5.13 -0.81
H 3.85 -0.43 3.97
H 3.39 -2.82 4.39
H 2.02 -4.10 2.77
H 1.04 -2.96 0.80
S 1.59 4.45 -4.41
Sb 2.44 2.49 -3.77
S 2.14 2.58 -1.17
S 0.37 0.98 -3.55
Te -3.98 0.63 1.21
C -4.70 2.59 1.39
C -5.36 2.99 2.54
C -5.82 4.30 2.62
N -5.65 5.20 1.66
C -5.02 4.80 0.56
C -4.55 3.51 0.36
C -2.27 1.08 0.15
P -1.60 -0.19 -0.96
C -1.72 -1.74 0.00
C -1.85 -2.97 -0.64
C -1.90 -4.14 0.10
C -1.83 -4.10 1.49
C -1.68 -2.88 2.13
C -1.61 -1.71 1.39
C -2.92 -0.32 -2.22
C -2.91 0.52 -3.33
C -3.98 0.53 -4.21
C -5.08 -0.29 -4.00
C -5.10 -1.13 -2.89
C -4.03 -1.14 -2.00
P -1.02 2.25 0.62
C -1.46 2.88 2.27
C -2.03 4.13 2.50
C -2.34 4.54 3.79
C -2.10 3.69 4.86
C -1.54 2.44 4.65
C -1.21 2.04 3.36
C -1.09 3.70 -0.46
C -0.27 4.79 -0.17
C -0.19 5.86 -1.04
C -0.91 5.84 -2.23
C -1.71 4.75 -2.54
C -1.81 3.69 -1.65
H -5.49 2.32 3.38
H -6.34 4.64 3.51
H -4.89 5.55 -0.22
H -4.05 3.25 -0.56
H -1.95 -3.02 -1.71
H -2.01 -5.09 -0.41
H -1.89 -5.01 2.06
H -1.60 -2.84 3.21
H -1.45 -0.77 1.90
H -2.07 1.16 -3.52
H -3.95 1.19 -5.07
H -5.91 -0.28 -4.68
H -5.95 -1.77 -2.71
H -4.08 -1.79 -1.14
H -2.23 4.79 1.66
H -2.78 5.51 3.95
H -2.35 4.01 5.86
H -1.34 1.78 5.48
H -0.75 1.07 3.20
H 0.32 4.79 0.74
H 0.46 6.69 -0.81
H -0.81 6.66 -2.93
H -2.25 4.73 -3.48
H -2.43 2.84 -1.90
C -0.84 -2.78 -4.02
Sb 0.89 -2.22 -2.87
C 1.62 -4.19 -2.47
C 2.07 -1.91 -4.62
H -0.50 -3.00 -5.03
H -1.57 -1.97 -4.05
H -1.31 -3.68 -3.60
H 1.59 -4.75 -3.40
H 1.01 -4.70 -1.72
H 2.64 -4.12 -2.11
H 2.13 -2.87 -5.14
H 3.07 -1.56 -4.38
H 1.56 -1.18 -5.25
```

Highest occupied orbital energy (spin up / spin down): -7.29 / -7.31 eV
Net charge: 0
2S+1: 2
F_max: 0.0200 Eh/bohr
E: -152768.529 eV
LUMO level (spin up / spin down): -0.8 / -2.3 eV

Results of the Löwdin charge analysis, in e, for atoms 1 through 5: atom 1 (Ta): 0.60, atom 2 (C): -0.02, atom 3 (C): -0.34, atom 4 (N): 0.05, atom 5 (N): -0.03